Density functional theory data (wB97M-V/def2-TZVPD) for a molecular structure, C26H24F5NOP2SSm at a distorted geometry.

```
61
C26H24F5NOP2SSm | the Open Molecules 2025 dataset | wB97M-V/def2-TZVPD
C -2.108 2.737 -3.127
C -1.720 1.604 -2.431
C -0.332 1.388 -2.206
C 0.618 2.254 -2.709
C 0.201 3.372 -3.444
C -1.156 3.626 -3.642
C 2.069 1.965 -2.403
C 2.329 0.482 -2.443
C 1.338 -0.350 -1.945
C 1.499 -1.760 -1.904
C 2.707 -2.296 -2.320
C 3.724 -1.474 -2.817
C 3.528 -0.093 -2.891
H -3.174 2.920 -3.289
H 0.954 4.053 -3.854
H -1.483 4.508 -4.202
H 2.740 2.515 -3.067
H 2.845 -3.379 -2.281
H 4.667 -1.919 -3.154
H 4.316 0.554 -3.291
N 0.142 0.251 -1.603
Sm -0.272 0.121 0.464
C -2.756 0.608 -1.922
H -2.524 -0.411 -2.275
H -3.760 0.887 -2.247
C 0.338 -2.652 -1.485
H -0.547 -2.430 -2.105
H 0.596 -3.701 -1.572
P -2.815 0.546 -0.074
P -0.253 -2.576 0.256
C 0.951 -3.212 1.336
H 0.615 -3.141 2.382
H 1.057 -4.246 1.038
H 1.917 -2.682 1.261
C -1.765 -3.399 0.383
H -1.496 -4.446 0.291
H -2.248 -3.215 1.353
H -2.462 -3.114 -0.413
C -3.160 2.221 0.445
H -4.035 2.569 -0.108
H -3.373 2.229 1.524
H -2.318 2.904 0.255
C -4.142 -0.477 0.425
H -4.113 -0.638 1.513
H -5.066 0.035 0.155
H -4.102 -1.457 -0.064
C -0.828 -0.310 2.416
O -1.021 -0.415 3.649
H 2.281 2.319 -1.365
F 1.449 1.247 7.136
C 1.620 0.935 5.842
C 1.412 1.903 4.847
F 1.041 3.149 5.202
C 1.588 1.562 3.516
F 1.373 2.512 2.548
C 1.979 0.257 3.089
S 2.190 -0.156 1.463
C 2.177 -0.678 4.141
F 2.555 -1.946 3.807
C 2.007 -0.367 5.482
F 2.207 -1.294 6.437
```

Calculated values
2S+1 = 6
HOMO (spin up / spin down) = -10.3 / -10.3 eV
Kohn-Sham gap (spin up / spin down) = 5.35 / 5.36 eV
Total charge = +1